# 1
A cluster of 3 separate species, C13H25F7N5O3 in total in a non-equilibrium geometry. Source: the Open Molecules 2025 dataset; level of theory: wB97M-V/def2-TZVPD.

Computed properties:
**Total charge**: +1
**Orbital gap**: 10.644 eV

Last column: Löwdin charge in e.
Cartesian coordinates (Å):
C (-0.60087, -0.99436, 4.38716)  -0.08
C (0.21230, 0.33731, 4.22481)  -0.21
C (-0.20229, 1.20320, 3.01014)  -0.12
C (0.74832, 1.21005, 1.80051)  -0.22
C (2.25265, 1.17656, 2.10999)  -0.12
O (2.79593, -0.10223, 2.37590)  -0.08
C (2.45650, -1.08814, 1.42425)  -0.31
C (3.05675, -2.40632, 1.95214)  0.01
C (0.95264, -1.18603, 1.12678)  -0.06
C (0.56963, -2.16123, -0.01724)  -0.39
F (1.62000, -2.66118, -0.64935)  0.18
F (-0.08335, -1.42996, -0.93217)  0.11
C (-0.42308, -3.30197, 0.38660)  -0.37
F (-1.55443, -2.74075, 0.79591)  0.19
F (-0.69369, -3.93850, -0.75233)  0.18
C (0.12751, -4.36336, 1.36818)  -0.61
F (-0.71120, -5.38833, 1.31862)  0.20
F (0.09639, -3.93945, 2.61397)  0.19
F (1.29236, -4.81874, 1.02737)  0.23
N (0.40893, 0.16632, 0.76779)  0.10
H (0.09124, -1.82559, 4.21785)  0.05
H (-1.49532, -1.03400, 3.76094)  0.07
H (-0.90119, -1.07851, 5.43401)  0.08
H (1.27503, 0.09618, 4.28969)  0.10
H (-0.01573, 0.92412, 5.12014)  0.11
H (-0.40762, 2.22616, 3.32966)  0.12
H (-1.17431, 0.82102, 2.65638)  0.12
H (0.57466, 2.15856, 1.27860)  0.15
H (2.42177, 1.84395, 2.95676)  0.15
H (2.78132, 1.61087, 1.24193)  0.14
H (3.01134, -0.87497, 0.49078)  0.17
H (2.36235, -2.86970, 2.65814)  0.08
H (3.38243, -3.06460, 1.15006)  0.09
H (3.93126, -2.11525, 2.53986)  0.10
H (0.43147, -1.52031, 2.03290)  0.14
H (-0.61301, 0.12410, 0.70489)  0.15
H (0.82995, 0.50553, -0.10302)  0.17
C (-1.23392, 1.48301, -1.91035)  -0.61
O (-0.81158, 1.41346, -0.74385)  -0.03
N (-1.31451, 0.37983, -2.69849)  0.19
N (-1.63664, 2.63313, -2.48098)  0.19
H (-1.64251, 0.37534, -3.64826)  0.11
H (-1.01408, -0.45806, -2.25530)  0.07
H (-1.59056, 3.46796, -1.92496)  0.12
H (-1.97801, 2.68283, -3.42972)  0.06
C (-2.32226, 3.25547, -6.23395)  -0.66
O (-2.62110, 2.51599, -5.30075)  -0.01
N (-3.10807, 4.29570, -6.61304)  0.17
N (-1.18446, 3.08993, -6.95979)  0.16
H (-2.88684, 4.91274, -7.37175)  0.10
H (-3.95674, 4.44265, -6.09670)  0.11
H (-0.58297, 2.32817, -6.70485)  0.11
H (-0.92239, 3.68140, -7.72588)  0.10

# 2
A structure of composition C13H25I2N4OPbSe. Source: the Open Molecules 2025 dataset; level of theory: wB97M-V/def2-TZVPD.

Computed properties:
**Total charge**: +1
**Orbital gap**: 7.984 eV
**ΔE to the lowest compared entry with this formula, charge and spin**: 0.0 kcal per mole

Last column: Löwdin charge in e.
Cartesian coordinates (Å):
Pb (-0.35188, -0.35421, -0.29564)  1.04
N (0.65998, -2.13987, -1.84353)  -0.11
C (1.02556, -3.29519, -1.01382)  -0.26
C (-0.22737, -3.88844, -0.39219)  -0.21
N (-1.04704, -2.88603, 0.31135)  -0.14
C (-1.16287, -3.06202, 1.76505)  -0.21
C (-0.11064, -2.25157, 2.50283)  -0.25
N (-0.36214, -0.82502, 2.28431)  -0.08
H (1.48634, -1.73521, -2.27317)  0.07
H (0.03075, -2.41749, -2.59367)  0.02
H (1.53706, -4.07438, -1.58592)  0.13
H (1.71011, -2.94369, -0.24046)  0.07
H (-0.83257, -4.34471, -1.17973)  0.09
H (0.05858, -4.69245, 0.29042)  0.13
H (-1.97463, -2.89434, -0.09531)  0.09
H (-2.15278, -2.71506, 2.07180)  0.13
H (-1.09632, -4.11819, 2.04373)  0.12
H (-0.11837, -2.52286, 3.56288)  0.12
H (0.88570, -2.47426, 2.11303)  0.11
H (-1.20429, -0.53450, 2.77267)  0.10
H (0.40169, -0.25852, 2.64611)  0.05
I (-2.16681, 0.27844, -3.48686)  0.83
C (-2.96445, -1.37226, -4.56825)  -1.15
I (-2.80221, -3.23871, -3.55094)  0.74
H (-2.42949, -1.47523, -5.50411)  -0.04
H (-4.01833, -1.20019, -4.74613)  -0.04
Se (2.32636, -0.12645, 0.13606)  0.57
C (2.10455, 1.23514, 1.48122)  -0.69
C (2.52461, 1.00766, 2.78904)  -0.16
C (2.34088, 1.97429, 3.76762)  -0.08
C (1.73743, 3.18340, 3.45243)  -0.08
C (1.33514, 3.42206, 2.14636)  -0.09
C (1.52002, 2.45861, 1.16540)  -0.16
H (3.00670, 0.07000, 3.03784)  0.10
H (2.67636, 1.78238, 4.77772)  0.11
H (1.59863, 3.93854, 4.21379)  0.11
H (0.89532, 4.37700, 1.88441)  0.10
H (1.23268, 2.66049, 0.14072)  0.07
C (-0.46075, 3.97483, -3.08147)  0.01
C (-0.80509, 3.42168, -1.72660)  -0.59
N (-0.88023, 4.30431, -0.71386)  0.19
O (-0.99420, 2.22017, -1.54088)  -0.26
H (-0.60556, 5.05019, -3.15105)  0.08
H (-1.06599, 3.47319, -3.83355)  0.07
H (0.58570, 3.74745, -3.28693)  0.10
H (-0.74989, 5.28832, -0.86511)  0.11
H (-1.09622, 3.97270, 0.21239)  0.11

# 3
A structure of composition C13H25IP2Sn in a non-equilibrium geometry. Source: the Open Molecules 2025 dataset; level of theory: wB97M-V/def2-TZVPD.

Computed properties:
**Total charge**: 0
**Orbital gap (alpha / beta)**: 5.420 / 5.181 eV
**ΔE to the lowest compared entry with this formula, charge and spin**: 25.8 kcal per mole

Last column: Löwdin charge in e.
Cartesian coordinates (Å):
C (0.40830, -1.23870, -6.10317)  -0.18
C (0.40970, 0.25458, -6.43155)  -0.17
H (1.43090, -1.62347, -6.03632)  0.06
H (-0.10105, -1.80505, -6.89066)  0.06
H (-0.09154, -1.45132, -5.15122)  -0.03
H (0.77709, 0.85011, -5.59126)  0.05
H (1.05412, 0.45874, -7.29274)  0.06
H (-0.59585, 0.60134, -6.68804)  0.06
Sn (-0.11964, -0.20541, -0.84206)  0.60
C (-1.11004, 1.05833, -2.28037)  -0.35
H (-0.37467, 1.77130, -2.60835)  -0.02
H (-1.93641, 1.54278, -1.79480)  -0.01
H (-1.40721, 0.38788, -3.07304)  -0.05
I (-0.55866, -2.52281, -2.36090)  0.22
C (-0.70540, -3.04399, 1.16686)  -0.27
P (0.62287, -1.71864, 1.10136)  0.80
C (2.32677, -0.91413, 0.81153)  -0.28
C (0.17383, -0.96152, 2.67513)  -0.44
C (0.20573, -1.84536, 3.76730)  -0.13
C (-0.35137, -1.44760, 4.97379)  -0.10
C (-0.96515, -0.20701, 5.09442)  -0.09
C (-1.05512, 0.67555, 4.02689)  -0.11
C (-0.44748, 0.31974, 2.78706)  -0.44
P (-0.34159, 1.57394, 1.46691)  0.77
C (-0.13701, 2.97544, 2.60698)  -0.34
C (0.17721, 2.90160, -0.15760)  -0.27
H (-0.74601, -3.62916, 0.23876)  -0.05
H (-1.67231, -2.54461, 1.31192)  0.07
H (-0.52129, -3.67283, 2.04498)  0.03
H (2.24856, 0.18306, 0.89329)  0.03
H (2.99824, -1.28819, 1.59137)  0.04
H (2.71963, -1.16232, -0.18089)  0.03
H (0.61547, -2.84116, 3.60391)  0.09
H (-0.30080, -2.14976, 5.82266)  0.11
H (-1.38784, 0.11708, 6.04802)  0.11
H (-1.49516, 1.65778, 4.14228)  0.08
H (0.48184, 2.62228, 3.45137)  0.04
H (0.27311, 3.89616, 2.14918)  0.03
H (-1.18666, 3.11946, 2.94076)  0.03
H (0.85785, 2.41310, -0.86931)  -0.03
H (-0.78394, 3.08873, -0.66042)  0.00
H (0.61094, 3.80403, 0.29597)  0.00

# 4
The ion C13H25N2 with charge +1 in a non-equilibrium geometry. Source: the Open Molecules 2025 dataset; level of theory: wB97M-V/def2-TZVPD.

Computed properties:
**Total charge**: +1
**Orbital gap**: 6.968 eV
**SMILES**: CN(C)C[C@H]1CCCC1=[N+]1CCCCC1
**ΔE to the lowest compared entry with this formula, charge and spin**: 0.0 kcal per mole

Last column: Löwdin charge in e.
Cartesian coordinates (Å):
C (-0.95855, 0.71402, -4.00319)  -0.08
N (-1.81323, 0.76904, -2.81283)  -0.26
C (-3.20421, 1.08547, -3.14002)  -0.08
C (-1.33162, 0.38940, -1.51455)  -0.12
H (-1.46374, 1.25684, -4.83091)  0.08
H (0.01350, 1.19122, -3.77709)  0.09
H (-0.76090, -0.31994, -4.37393)  0.09
H (-3.22805, 1.57530, -4.13556)  0.08
H (-3.88615, 0.19638, -3.21333)  0.10
H (-3.62678, 1.77811, -2.37299)  0.09
H (-2.20821, 0.18551, -0.89133)  0.13
H (-0.58307, -0.37326, -1.68969)  0.10
C (3.29889, -2.38229, 1.48062)  -0.21
C (2.70672, -2.03929, 0.14726)  -0.17
C (1.95427, -0.69929, 0.13830)  -0.11
N (0.94474, -0.55312, 1.20318)  0.00
C (-0.07834, 0.31438, 1.08572)  -0.05
C (-0.52119, 1.05352, -0.23082)  -0.15
C (-1.35200, 2.24208, 0.38086)  -0.14
C (-1.84011, 1.82681, 1.75361)  -0.16
C (-0.90038, 0.70439, 2.27253)  -0.10
C (1.37872, -1.05042, 2.55018)  -0.10
C (2.20861, -2.36206, 2.53689)  -0.17
H (3.72811, -3.37349, 1.45640)  0.12
H (4.11775, -1.70039, 1.75794)  0.13
H (3.48812, -1.92893, -0.60737)  0.13
H (2.06191, -2.85052, -0.18152)  0.12
H (2.71762, 0.09936, 0.23579)  0.15
H (1.43951, -0.55836, -0.81309)  0.11
H (0.34610, 1.35041, -0.80164)  0.12
H (-0.64158, 3.03833, 0.52998)  0.11
H (-2.14539, 2.60308, -0.25437)  0.11
H (-1.89611, 2.65809, 2.46802)  0.12
H (-2.85782, 1.40156, 1.69444)  0.12
H (-1.49082, -0.16223, 2.64231)  0.15
H (-0.30381, 1.06151, 3.12645)  0.14
H (2.02146, -0.27759, 3.05874)  0.16
H (0.49041, -1.18970, 3.18809)  0.12
H (1.55039, -3.21474, 2.39262)  0.12
H (2.62523, -2.45921, 3.54432)  0.12

How do the records compare in calculated total energy? In the order shown, they have -1708.78465; -3994.16554; -1704.78858; -619.53707 a.u..